<w>
The following is a quantum chemistry calculation of 2 unconnected molecules or ions with the total composition C4H12N2, from the Open Molecules 2025 dataset.

Computed properties:
Gap between HOMO and LUMO (spin up / spin down), eV: 9.11 / 3.15
Lowest unoccupied orbital energy (spin up / spin down), hartree: -0.124 / -0.341
2S+1: 2
HOMO level (spin up / spin down), eV: -12.487 / -12.439
Charge: +1

Last columns: bonded neighbours and bond lengths (Å).
Cartesian coordinates (Å):
1 C -2.56 0.46 1.18  C2 1.503, H4 1.097, H5 1.095, H6 1.117
2 C -1.28 1.14 1.56  C1 1.503, C3 1.335, H7 1.058
3 C -0.82 2.36 1.27  C2 1.335, H8 1.096, H9 1.013
4 H -2.60 -0.58 1.53  C1 1.097
5 H -2.81 0.48 0.11  C1 1.095
6 H -3.44 0.88 1.70  C1 1.117
7 H -0.71 0.51 2.19  C2 1.058
8 H -0.13 2.85 1.96  C3 1.096
9 H -1.31 2.87 0.54  C3 1.013
10 N 2.76 -0.54 -1.68  C11 1.375, H13 0.989, H14 1.035
11 C 2.01 -1.59 -1.20  N10 1.375, N12 1.508, H15 1.151, H16 1.103
12 N 0.52 -1.43 -1.37  C11 1.508, H17 1.047, H18 1.001
13 H 2.95 -0.51 -2.65  N10 0.989
14 H 2.59 0.42 -1.34  N10 1.035
15 H 2.26 -2.04 -0.18  C11 1.151
16 H 2.22 -2.45 -1.86  C11 1.103
17 H 0.29 -0.59 -0.79  N12 1.047
18 H 0.06 -2.23 -0.99  N12 1.001

<x>
The following is a quantum chemistry calculation of 2 unconnected molecules or ions with the total composition C4H12N2, from the Open Molecules 2025 dataset.

Computed properties:
Gap between HOMO and LUMO (spin up / spin down), eV: 9.22 / 5.03
Lowest unoccupied orbital energy (spin up / spin down), hartree: -0.183 / -0.337
2S+1: 2
HOMO level (spin up / spin down), eV: -14.189 / -14.188
Charge: +1

Last columns: bonded neighbours and bond lengths (Å).
Cartesian coordinates (Å):
1 C -0.94 -0.08 1.30  C2 1.529, H4 1.098, H5 1.083, H6 1.110
2 C -1.25 -1.57 1.11  C1 1.529, C3 1.544, H7 1.083, H8 1.094
3 C -1.78 -1.94 -0.29  C2 1.544, H9 1.085, H10 1.096, H11 1.088
4 H -1.13 0.29 2.31  C1 1.098
5 H -1.38 0.63 0.62  C1 1.083
6 H 0.15 0.16 1.33  C1 1.110
7 H -1.94 -1.92 1.86  C2 1.083
8 H -0.25 -2.02 1.14  C2 1.094
9 H -2.39 -2.83 -0.26  C3 1.085
10 H -2.36 -1.09 -0.66  C3 1.096
11 H -1.00 -2.13 -1.03  C3 1.088
12 N 2.18 0.73 -1.16  C13 1.352, H15 1.018, H16 1.019
13 C 2.19 2.05 -0.89  N12 1.352, N14 1.314, H17 1.084
14 N 1.23 2.74 -1.46  C13 1.314, H18 1.026
15 H 3.13 0.37 -1.15  N12 1.018
16 H 1.22 0.40 -1.23  N12 1.019
17 H 2.94 2.47 -0.23  C13 1.084
18 H 1.38 3.74 -1.29  N14 1.026

Each structure's energy above the most stable one, in kcal/mol: <w> 15.5; <x> 0.0.

<w>
The following is a quantum chemistry calculation of a gas-phase ion, C2H2BrO2S (charge -1), from the Open Molecules 2025 dataset.

Computed properties:
Structure (SMILES): [O-]/C(O)=C/SBr
Gap between HOMO and LUMO (spin up / spin down), eV: 7.16 / 7.16
Lowest unoccupied orbital energy (spin up / spin down), hartree: 0.093 / 0.093
HOMO level (spin up / spin down), eV: -4.630 / -4.631
Charge: -1

Last columns: bonded neighbours and bond lengths (Å).
Cartesian coordinates (Å):
1 C 0.81 -0.69 0.61  C2 1.389, O3 1.459, O4 1.210
2 C 0.08 -0.60 -0.56  C1 1.389, S5 1.628, H7 1.101
3 O 0.29 0.21 1.64  C1 1.459, H8 0.902
4 O 1.75 -1.36 0.98  C1 1.210
5 S -1.31 0.23 -0.80  C2 1.628, Br6 2.772
6 Br -1.52 2.77 -1.87  S5 2.772
7 H 0.39 -1.19 -1.44  C2 1.101
8 H -0.48 0.63 1.45  O3 0.902

<x>
The following is a quantum chemistry calculation of 2 unconnected molecules or ions with the total composition C2H2BrO2S, from the Open Molecules 2025 dataset.

Computed properties:
Gap between HOMO and LUMO (spin up / spin down), eV: 7.48 / 4.83
Lowest unoccupied orbital energy (spin up / spin down), hartree: 0.098 / 0.046
HOMO level (spin up / spin down), eV: -4.804 / -3.569
Charge: -1

Last columns: bonded neighbours and bond lengths (Å).
Cartesian coordinates (Å):
1 C 1.35 1.62 0.22  C2 1.520, O3 1.222, O4 1.240
2 C 1.43 0.14 -0.12  C1 1.520, Br6 1.757, H7 1.071
3 O 1.14 1.86 1.40  C1 1.222
4 O 1.48 2.27 -0.83  C1 1.240
5 S -1.31 -1.36 0.45  H8 1.237
6 Br 2.84 -0.90 0.05  C2 1.757
7 H 0.77 -0.15 -0.91  C2 1.071
8 H -0.50 -0.52 0.86  S5 1.237

Each structure's energy above the most stable one, in kcal/mol: <w> 0.0; <x> 75.2.